Entry 1:
32
Properties=species:S:1:pos:R:3 method="wB97M-V/def2-TZVPD" charge=0 total_energy_ev=-108735.182 smiles=ClCCCl.ClCCCl.ClCCCl.ClCCCl
Cl 1.544 -1.805 0.159
C 0.783 -0.212 0.295
C 1.639 0.731 1.270
Cl 1.821 0.115 2.924
H -0.181 -0.363 0.782
H 0.637 0.250 -0.681
H 1.119 1.688 1.225
H 2.572 1.102 0.848
Cl -2.065 2.345 1.484
C -1.447 4.038 1.575
C -2.489 5.053 1.097
Cl -1.964 6.723 1.404
H -0.475 3.987 1.084
H -1.200 4.073 2.636
H -3.489 4.852 1.482
H -2.528 4.970 0.010
Cl 2.874 -5.308 2.785
C 1.977 -6.220 1.580
C 2.095 -5.572 0.210
Cl 1.562 -6.581 -1.157
H 0.937 -6.229 1.905
H 2.487 -7.181 1.512
H 3.142 -5.358 -0.002
H 1.444 -4.701 0.128
Cl -0.723 2.673 -1.801
C -1.504 1.901 -3.157
C -1.455 0.413 -3.047
Cl 0.176 -0.087 -3.465
H -0.981 2.281 -4.035
H -2.490 2.365 -3.184
H -2.080 -0.034 -3.820
H -1.737 0.089 -2.045

---

Entry 2:
63
Properties=species:S:1:pos:R:3 method="wB97M-V/def2-TZVPD" charge=+1 spin_multiplicity=5 total_energy_ev=-70915.502 s2=6.0442
Rh 2.551 0.701 2.347
I 4.736 2.107 2.594
I 3.075 -1.789 1.917
O 2.297 0.164 5.415
C 2.388 0.356 4.314
N 5.254 3.058 -6.910
C 4.941 2.786 -5.839
C 4.545 2.446 -4.504
C 3.670 3.292 -3.812
C 3.292 2.964 -2.532
C 3.779 1.782 -1.931
C 4.660 0.940 -2.646
C 5.043 1.273 -3.923
C 3.398 1.447 -0.635
C 3.063 1.150 0.516
H 3.308 4.192 -4.287
H 2.625 3.602 -1.969
H 5.028 0.042 -2.172
H 5.721 0.646 -4.483
C -1.771 2.341 -0.669
C -1.533 1.041 -1.422
C -0.686 1.277 -2.662
C -2.843 0.354 -1.774
O -0.748 0.123 -0.601
Si -0.844 -0.316 0.945
S 0.353 1.223 1.968
O -0.103 -1.729 1.209
C -0.332 -2.978 0.473
C 0.037 -4.094 1.435
C 0.577 -2.967 -0.744
C -1.795 -3.089 0.069
O -2.327 -0.142 1.534
C -2.938 -0.234 2.853
C -2.042 -1.029 3.790
C -3.137 1.188 3.356
C -4.272 -0.932 2.645
H -2.321 3.042 -1.297
H -0.823 2.809 -0.396
H -2.359 2.171 0.233
H -1.207 1.936 -3.356
H -0.483 0.334 -3.168
H 0.264 1.739 -2.392
H -3.443 1.001 -2.413
H -3.418 0.131 -0.876
H -2.654 -0.573 -2.316
H 1.077 -4.010 1.752
H -0.088 -5.063 0.953
H -0.597 -4.066 2.322
H 1.621 -2.877 -0.442
H 0.331 -2.133 -1.401
H 0.461 -3.895 -1.304
H -2.442 -3.048 0.944
H -1.967 -4.039 -0.435
H -2.081 -2.292 -0.620
H -1.068 -0.546 3.916
H -1.877 -2.040 3.419
H -2.504 -1.097 4.775
H -2.181 1.693 3.496
H -3.656 1.182 4.315
H -3.734 1.761 2.647
H -4.124 -1.936 2.250
H -4.887 -0.370 1.942
H -4.810 -1.009 3.589

---

Entry 3:
34
Properties=species:S:1:pos:R:3 method="wB97M-V/def2-TZVPD" charge=+2 total_energy_ev=-103068.837
I 3.125 -1.434 -0.263
I 1.899 -1.769 -2.992
Ga -1.654 0.604 -0.332
P 0.044 2.214 -1.184
C 1.412 2.122 -2.391
C -1.152 3.229 -2.170
H -0.101 3.416 0.898
H 0.721 4.394 -0.346
H 1.585 3.064 0.461
C 0.621 3.390 0.077
H -2.087 3.356 -1.604
H -0.704 4.208 -2.387
H 1.492 3.115 -2.857
H 1.240 1.358 -3.152
H -1.372 2.714 -3.114
H 2.372 1.892 -1.913
C 3.780 -2.501 -2.097
O 4.708 -3.146 -2.430
Cl -2.745 1.663 1.255
C -1.910 -1.196 3.343
C -0.685 -1.020 2.453
O -0.915 -1.322 1.071
C -1.100 -2.718 0.819
C 0.157 -3.427 0.348
H -2.759 -0.636 2.952
H -1.642 -0.810 4.339
H -2.179 -2.245 3.445
H -0.328 0.014 2.467
H 0.131 -1.671 2.790
H -1.441 -3.206 1.744
H -1.907 -2.780 0.077
H 1.075 -3.019 0.797
H 0.085 -4.483 0.628
H 0.236 -3.367 -0.732

---

Entry 4:
14
Properties=species:S:1:pos:R:3 method="wB97M-V/def2-TZVPD" charge=0 total_energy_ev=-26606.688 smiles="C[Si@@]1(Cl)N=CCN1"
C -1.171 1.864 -0.583
Si -1.158 0.002 -0.257
Cl -3.046 -0.595 0.241
N -0.439 -0.915 -1.542
C 0.647 -1.698 -0.929
C 0.851 -1.530 0.514
N -0.019 -0.483 0.958
H -2.050 2.148 -1.149
H -1.173 2.430 0.341
H -0.296 2.151 -1.155
H 1.229 -2.323 -1.576
H 0.623 -2.504 0.981
H 1.904 -1.305 0.733
H -0.103 -0.365 1.952

---

Entry 5:
43
Properties=species:S:1:pos:R:3 method="wB97M-V/def2-TZVPD" charge=+1 total_energy_ev=-21949.756
N 1.942 0.565 -0.436
C 0.519 0.193 -0.681
C -0.130 1.141 -1.615
C -0.283 0.343 0.716
N 0.436 -0.064 1.937
C -1.667 -0.243 3.209
C -0.370 -0.883 2.856
C -0.608 -2.244 2.123
H 2.553 0.234 -1.218
H 2.090 1.578 -0.243
H 2.309 0.107 0.360
H 0.613 -0.863 -1.049
H 0.126 0.845 -2.652
H -1.248 1.030 -1.628
H 0.302 2.130 -1.330
H -1.208 -0.250 0.358
H -0.418 1.444 0.728
H 0.833 0.701 2.394
H -2.193 0.272 2.303
H -1.562 0.515 3.961
H -2.512 -0.829 3.626
H 0.229 -0.952 3.834
H 0.106 -2.368 1.205
H -0.223 -3.061 2.820
H -1.562 -2.558 1.813
H -2.666 -0.715 0.436
H -3.529 -1.640 -0.406
O -2.683 -1.717 0.051
H -3.332 3.213 -0.856
H -2.782 2.122 -1.689
O -2.581 2.814 -1.077
H 2.995 -1.721 1.507
H 4.152 -2.227 0.861
O 3.516 -1.608 0.682
H 1.363 4.540 -0.827
H 2.540 4.163 0.090
O 2.117 3.805 -0.669
H 1.524 -1.795 -3.486
H 2.594 -2.501 -2.838
O 2.289 -1.586 -2.918
H -2.196 -1.543 -2.313
H -2.716 -0.850 -3.493
O -2.358 -0.754 -2.623

---

Entry 6:
61
Properties=species:S:1:pos:R:3 method="wB97M-V/def2-TZVPD" charge=+2 total_energy_ev=-71083.824
P -2.763 -1.878 -0.370
P 1.353 -2.086 -0.666
C -1.643 -3.123 -1.205
C -0.119 -3.293 -0.782
H -1.765 -3.003 -2.334
H -2.093 -4.079 -0.943
H -0.116 -3.803 0.179
H 0.511 -4.010 -1.339
C 2.102 -2.528 -2.383
H 2.934 -1.844 -2.688
H 1.345 -2.217 -3.143
H 2.294 -3.617 -2.557
C 2.769 -2.766 0.416
H 3.506 -3.352 -0.161
H 2.383 -3.348 1.247
H 3.249 -1.901 0.859
C -3.645 -1.171 -1.840
H -3.780 -0.080 -1.681
H -4.684 -1.521 -2.002
H -3.217 -1.189 -2.872
C -4.042 -2.755 0.518
H -3.576 -3.465 1.187
H -4.816 -3.244 -0.064
H -4.460 -1.975 1.155
Sn -0.666 -1.152 -3.318
C -0.634 -4.414 -3.550
C -0.267 -3.463 -4.426
C -1.012 -3.197 -5.704
C -2.468 -3.506 -5.545
C -3.185 -3.047 -4.294
C -3.356 -3.858 -3.225
C -3.010 -5.292 -3.109
C -1.542 -5.569 -3.620
C -0.498 -0.438 -0.544
H -0.060 -4.506 -2.670
H 0.778 -3.110 -4.480
H -0.572 -3.838 -6.492
H -0.791 -2.175 -6.072
H -2.987 -3.051 -6.370
H -2.610 -4.587 -5.680
H -3.899 -2.208 -4.431
H -3.850 -3.475 -2.349
H -3.731 -5.904 -3.710
H -3.065 -5.677 -2.056
H -1.084 -6.297 -2.926
H -1.519 -6.134 -4.575
H 0.438 -0.182 0.057
H -1.298 -0.692 0.258
H -0.864 0.537 -0.911
F 3.304 3.916 3.122
C 2.899 3.546 1.897
C 3.247 2.289 1.391
F 4.012 1.457 2.113
C 2.605 1.834 0.250
F 2.634 0.470 0.012
C 1.680 2.602 -0.512
S 0.924 2.096 -1.932
C 1.505 3.926 -0.012
F 0.491 4.674 -0.594
C 2.072 4.403 1.161
F 1.716 5.600 1.662